Version i
{"formula": "C34H30ClN5O4SSbV", "method": "ωB97M-V/def2-TZVPD", "spin_multiplicity": 4, "homo_ev": [-4.1044, -4.2954], "charge": -1, "orbital_gap_ev": [6.2, 6.4], "species": ["Sb", "V", "Cl", "S", "O", "O", "O", "O", "N", "N", "N", "N", "N", "C", "C", "C", "C", "C", "C", "C", "C", "C", "C", "C", "C", "C", "C", "C", "C", "C", "C", "C", "C", "C", "C", "C", "C", "C", "C", "C", "C", "C", "C", "C", "C", "C", "C", "H", "H", "H", "H", "H", "H", "H", "H", "H", "H", "H", "H", "H", "H", "H", "H", "H", "H", "H", "H", "H", "H", "H", "H", "H", "H", "H", "H", "H", "H"], "xyz": [[-0.091, -0.021, -3.844], [0.578, -0.305, 0.287], [2.754, 1.137, -1.348], [-1.732, 0.237, -0.384], [3.911, -1.292, 0.074], [1.797, 2.155, -0.923], [2.077, -0.161, -1.662], [4.850, 0.308, 1.327], [-1.285, 1.253, 2.123], [-3.409, 1.338, 1.339], [0.020, 0.875, 1.869], [3.455, -2.143, 7.329], [2.516, 0.102, 1.226], [2.248, -2.816, 2.711], [1.008, -4.272, -4.428], [2.320, 0.737, 2.455], [4.427, 0.100, 3.639], [4.099, 0.091, -5.288], [0.929, -2.340, 2.544], [-3.097, 0.274, -7.771], [0.946, 1.279, 2.672], [-2.996, 1.309, -6.853], [0.284, -1.850, 3.702], [-2.154, 1.181, -5.755], [0.851, -2.906, -4.617], [2.878, -2.790, 3.935], [2.901, -2.205, 6.319], [-0.204, -4.126, -2.359], [0.649, 2.166, 3.840], [2.927, -0.222, -4.608], [0.296, -2.282, 1.245], [0.156, -2.138, -3.685], [-1.515, -1.007, -6.486], [4.064, 0.944, -6.383], [5.208, -0.113, 2.583], [0.481, -4.882, -3.297], [-2.097, 0.967, 1.154], [-1.396, 0.028, -5.561], [1.700, 0.314, -5.010], [1.681, 1.161, -6.116], [3.697, -0.408, 0.874], [2.225, -2.282, 5.062], [2.851, 1.473, -6.798], [-2.358, -0.887, -7.582], [3.132, 0.724, 3.539], [0.912, -1.815, 4.926], [-0.367, -2.760, -2.552], [-0.599, -4.590, -1.464], [-3.577, 2.214, -6.987], [0.616, -5.946, -3.143], [1.468, 2.863, 4.012], [2.970, -0.913, -3.774], [1.287, -2.436, -5.492], [-0.728, -1.471, 3.608], [2.782, -3.181, 1.841], [-4.080, 0.853, 0.770], [-2.440, -1.702, -8.291], [0.741, 1.578, -6.462], [2.812, 2.131, -7.658], [0.667, -3.046, 0.555], [3.896, -3.147, 4.028], [2.738, 1.145, 4.453], [0.514, 1.568, 4.746], [-0.892, -2.180, -1.798], [1.554, -4.858, -5.157], [-0.274, 2.706, 3.656], [-3.755, 0.368, -8.626], [3.041, 1.501, -2.612], [4.773, -0.209, 4.617], [-3.670, 1.525, 2.294], [-0.950, -1.922, -6.351], [0.395, -1.421, 5.794], [5.038, -0.342, -4.964], [4.976, 1.188, -6.913], [6.167, -0.615, 2.643], [-2.097, 1.992, -5.035], [-0.796, -2.328, 1.318]]}

Version ii
{"formula": "C34H30ClN5O4SSbV", "method": "ωB97M-V/def2-TZVPD", "spin_multiplicity": 4, "homo_ev": [-3.8314, -4.2756], "charge": -1, "orbital_gap_ev": [6.1, 6.4], "species": ["Sb", "V", "Cl", "S", "O", "O", "O", "O", "N", "N", "N", "N", "N", "C", "C", "C", "C", "C", "C", "C", "C", "C", "C", "C", "C", "C", "C", "C", "C", "C", "C", "C", "C", "C", "C", "C", "C", "C", "C", "C", "C", "C", "C", "C", "C", "C", "C", "H", "H", "H", "H", "H", "H", "H", "H", "H", "H", "H", "H", "H", "H", "H", "H", "H", "H", "H", "H", "H", "H", "H", "H", "H", "H", "H", "H", "H", "H"], "xyz": [[-1.170, 1.114, 0.185], [1.311, -1.223, 0.815], [2.601, 1.438, 1.134], [-1.544, -1.085, 2.025], [1.675, 0.574, 1.991], [0.197, -0.001, -0.375], [3.831, 1.584, 1.918], [1.935, 2.734, 1.001], [2.235, 2.229, -6.196], [0.370, -3.093, 1.240], [2.693, -2.280, 2.130], [-3.001, -2.680, 0.461], [-0.876, -3.408, 0.773], [-1.757, -2.473, 0.990], [-0.402, 4.656, -3.109], [1.203, -0.341, -4.039], [-2.696, 2.791, 3.970], [-2.987, 0.470, -0.692], [3.299, 0.593, -3.295], [2.246, 0.582, -4.213], [2.238, 1.493, -5.308], [-1.534, 2.289, 1.924], [-2.438, 1.926, 2.915], [-2.883, -0.093, -1.960], [-2.041, 4.012, 4.044], [4.704, -2.590, 3.368], [3.810, -1.794, 2.674], [4.427, -3.945, 3.497], [-4.015, -0.576, -2.602], [-4.229, 0.559, -0.075], [-5.256, -0.488, -1.982], [0.677, -5.453, 1.899], [0.276, 2.630, -2.008], [-5.364, 0.084, -0.721], [2.402, -3.586, 2.277], [1.232, -1.226, -2.988], [-1.130, 4.369, 3.060], [-0.835, 2.712, -1.175], [-0.881, 3.515, 1.997], [-1.730, 3.766, -1.314], [-1.512, 4.740, -2.278], [1.100, -4.025, 1.745], [3.321, -0.303, -2.247], [0.492, 3.603, -2.976], [2.301, -1.258, -2.059], [2.309, -2.191, -0.960], [3.262, -4.451, 2.947], [-0.272, -5.611, 1.397], [-3.044, -3.308, -0.326], [-3.608, -1.878, 0.429], [-0.235, 5.412, -3.866], [4.101, 1.311, -3.418], [3.979, -0.731, 2.541], [0.415, -1.926, -2.855], [-6.331, 0.155, -0.239], [5.596, -2.152, 3.793], [-3.401, 2.502, 4.739], [-1.911, -0.170, -2.437], [0.970, 1.803, -1.898], [-2.208, 5.564, -2.383], [0.375, -0.348, -4.737], [-3.932, -1.021, -3.585], [-2.927, 0.961, 2.876], [-4.312, 0.984, 0.919], [-6.139, -0.864, -2.483], [-0.601, 5.312, 3.121], [1.350, 3.537, -3.633], [5.109, -4.600, 4.024], [4.146, -0.276, -1.542], [1.689, -3.069, -1.151], [-2.600, 3.833, -0.667], [0.568, -5.706, 2.957], [1.429, -6.120, 1.472], [3.016, -5.498, 3.042], [-0.156, 3.793, 1.245], [-2.237, 4.681, 4.874], [3.307, -2.470, -0.617]]}

Which structure is most stable, and how do the rest compare? From most to least stable: version ii, version i.